Below is an isolated molecule of C4H7NO, with properties calculated with the ωB97M-V functional and the def2-TZVPD basis.

Geometry as XYZ:
```
13
Properties=species:S:1:pos:R:3:lowdin_charge:R:1
C 1.35930 1.21576 -0.13502 -0.06
C 0.33593 0.15549 -0.47824 -0.44
C 0.67026 -1.28887 -0.38584 0.08
N -0.47278 -0.35646 0.65245 -0.01
C -1.84881 -0.54968 0.53471 -0.30
O -2.51083 -0.11417 -0.37211 0.07
H 0.89057 2.18949 0.04736 0.08
H 2.04594 1.32136 -0.98218 0.08
H 1.95557 0.92904 0.73675 0.08
H -0.37576 0.48726 -1.23873 0.13
H -0.06531 -1.81831 -1.01733 0.02
H 0.01532 -0.72616 1.45696 0.13
H -2.27057 -1.15152 1.35658 0.14
```

Highest occupied orbital energy in hartree: -0.314
Spin multiplicity: 1
Gap between HOMO and LUMO in eV: 9.17
Energy above the lowest of the compared OMol25 structures with the same formula, charge and spin in kJ/mol: 407.6



Below is an isolated molecule of C4H7NO, with properties calculated with the ωB97M-V functional and the def2-TZVPD basis.

Geometry as XYZ:
```
13
Properties=species:S:1:pos:R:3:lowdin_charge:R:1
O -1.57935 -0.84380 0.97849 -0.02
C -1.04705 -0.01524 -0.02736 -0.33
C -0.17178 1.26141 0.23060 -0.11
N 0.89744 0.75100 -0.68143 -0.02
C 1.38485 -0.43937 -0.00004 -0.12
C 0.14087 -0.53777 -0.79564 -0.21
H -1.06836 -1.66359 0.97842 0.09
H -1.87435 0.28284 -0.67804 0.14
H 0.20316 1.47532 1.23766 0.12
H -0.61994 2.16856 -0.18294 0.11
H 1.35502 -0.45157 1.08958 0.11
H 2.28335 -0.85875 -0.44268 0.11
H 0.09615 -1.12905 -1.70662 0.13
```

Structure (SMILES): O[C@H]1CN2C[C@@H]12
Highest occupied orbital energy in hartree: -0.349
Spin multiplicity: 1
Gap between HOMO and LUMO in eV: 10.42
Energy above the lowest of the compared OMol25 structures with the same formula, charge and spin in kJ/mol: 283.2



Below is a cluster of 2 separate species, C4H7NO in total at a distorted geometry, with properties calculated with the ωB97M-V functional and the def2-TZVPD basis.

Geometry as XYZ:
```
13
Properties=species:S:1:pos:R:3:lowdin_charge:R:1
H 0.68765 -2.05451 0.74482 0.06
N 0.16769 -1.54668 0.02721 0.07
C -0.83683 -0.95760 0.53719 -0.31
C -1.76970 -0.13928 -0.30134 -0.10
H -1.07561 -1.01323 1.60862 0.11
H -2.72806 -0.66106 -0.41125 0.08
H -1.33758 0.01674 -1.29336 0.08
H -1.97017 0.82779 0.17171 0.07
C 2.14832 0.83236 -0.51245 0.00
C 1.26945 1.51248 0.18279 -0.29
O 0.46683 2.10234 0.79784 0.14
H 1.81383 -0.10779 -0.93918 0.04
H 3.16419 1.18845 -0.61260 0.06
```

Structure (SMILES): [H]/N=C/C.C=C=O
Highest occupied orbital energy in hartree: -0.336
Spin multiplicity: 1
Gap between HOMO and LUMO in eV: 10.10
Energy above the lowest of the compared OMol25 structures with the same formula, charge and spin in kJ/mol: 203.2



Below is an isolated molecule of C4H7NO, with properties calculated with the ωB97M-V functional and the def2-TZVPD basis.

Geometry as XYZ:
```
13
Properties=species:S:1:pos:R:3:lowdin_charge:R:1
O 2.02953 0.67922 0.24839 -0.01
C 0.92927 0.19708 -0.46255 -0.34
C 0.27761 -1.19278 -0.12135 -0.07
C -1.06136 -0.46960 -0.04541 -0.25
N -0.91084 0.46764 1.07746 0.06
C -0.43216 0.85295 -0.26497 -0.21
H 1.71456 0.91538 1.13136 0.09
H 1.20585 0.21586 -1.52019 0.15
H 0.57935 -1.63925 0.83020 0.11
H 0.37685 -1.92274 -0.92855 0.11
H -2.03470 -0.81269 -0.37929 0.14
H -1.80651 0.93262 1.22285 0.10
H -0.81299 1.75026 -0.74220 0.14
```

Structure (SMILES): O[C@H]1C[C@H]2N[C@@H]12
Highest occupied orbital energy in hartree: -0.344
Spin multiplicity: 1
Gap between HOMO and LUMO in eV: 10.40
Energy above the lowest of the compared OMol25 structures with the same formula, charge and spin in kJ/mol: 255.9



Below is a cluster of 2 separate species, C4H7NO in total at a distorted geometry, with properties calculated with the ωB97M-V functional and the def2-TZVPD basis.

Geometry as XYZ:
```
13
Properties=species:S:1:pos:R:3:lowdin_charge:R:1
C -1.94091 -0.79523 -0.37328 0.03
C -0.86475 -0.25319 0.12847 -0.14
C -0.07096 0.72311 0.61336 -0.27
N 0.26672 1.82439 -0.17868 0.06
H -2.07989 -1.86810 -0.42327 0.06
H -2.70589 -0.16710 -0.81883 0.07
H 0.02959 0.86503 1.68455 0.13
H 1.13754 2.24277 0.13750 0.09
H 0.41847 1.53809 -1.14533 0.09
C 1.43112 -0.90281 0.11916 -0.26
O 2.10597 -0.51628 -0.83420 -0.05
H 1.79230 -1.10316 1.13556 0.10
H 0.48069 -1.58753 -0.04500 0.09
```

Structure (SMILES): C=C=CN.C=O
Highest occupied orbital energy (spin up / spin down) in hartree: -0.298 / -0.298
Spin multiplicity: 1
Gap between HOMO and LUMO (spin up / spin down) in eV: 8.30 / 8.30
Energy above the lowest of the compared OMol25 structures with the same formula, charge and spin in kJ/mol: 485.0



Below is a structure of composition C4H7NO at a distorted geometry, with properties calculated with the ωB97M-V functional and the def2-TZVPD basis.

Geometry as XYZ:
```
13
Properties=species:S:1:pos:R:3:lowdin_charge:R:1
C -1.55836 -0.37859 0.42171 -0.05
C -0.24707 -0.17683 -0.25477 -0.46
C 0.66799 1.04142 -0.16208 -0.03
C 1.75037 0.04313 0.28670 -0.46
O 2.89728 0.15387 0.62352 0.10
N 0.87822 -1.09701 0.18869 0.09
H -1.84141 -1.43825 0.38630 0.09
H -1.50015 -0.07424 1.46611 0.09
H -2.30188 0.21791 -0.11042 0.08
H -0.45047 -0.41666 -1.38885 0.16
H 0.86904 1.51819 -1.12677 0.12
H 0.35120 1.78622 0.56721 0.12
H 0.48523 -1.17917 -0.89735 0.16
```

Highest occupied orbital energy in hartree: -0.354
Spin multiplicity: 1
Gap between HOMO and LUMO in eV: 10.27
Energy above the lowest of the compared OMol25 structures with the same formula, charge and spin in kJ/mol: 345.8



Below is an isolated molecule of C4H7NO, with properties calculated with the ωB97M-V functional and the def2-TZVPD basis.

Geometry as XYZ:
```
13
Properties=species:S:1:pos:R:3:lowdin_charge:R:1
C -1.96514 -0.14022 -0.09274 -0.09
N -1.31151 0.81520 -0.60300 -0.03
C -0.19836 1.28929 0.20597 -0.26
C 0.98817 0.37352 0.02347 -0.09
C 0.90080 -0.88126 -0.42025 -0.22
O 1.87961 -1.81974 -0.33273 0.00
H -1.76500 -0.53962 0.91380 0.09
H -2.73424 -0.63897 -0.68318 0.07
H -0.45636 1.30078 1.28080 0.11
H 0.04451 2.32037 -0.07313 0.11
H 1.95292 0.74614 0.36734 0.11
H 0.01859 -1.28797 -0.90269 0.11
H 2.50818 -1.52052 0.33633 0.10
```

Structure (SMILES): C=NC/C=C/O
Highest occupied orbital energy in hartree: -0.325
Spin multiplicity: 1
Gap between HOMO and LUMO in eV: 9.71
Energy above the lowest of the compared OMol25 structures with the same formula, charge and spin in kJ/mol: 229.6



Below is a structure of composition C4H7NO at a distorted geometry, with properties calculated with the ωB97M-V functional and the def2-TZVPD basis.

Geometry as XYZ:
```
13
Properties=species:S:1:pos:R:3:lowdin_charge:R:1
C 1.58601 0.78021 0.06099 -0.03
C 0.34750 -0.02670 0.23971 -0.38
C 0.03504 -1.35542 0.13829 -0.09
C -1.39986 -1.22862 0.04566 0.00
O -1.24246 1.69183 -0.15192 -0.05
N -0.90638 0.48943 0.51101 -0.05
H -0.85920 1.68056 -1.04486 0.09
H 0.61885 -2.22904 0.38347 0.09
H 1.60995 1.61244 0.76542 0.08
H 1.65816 1.19274 -0.94992 0.08
H 2.45984 0.14729 0.21867 0.08
H -1.84324 -0.94494 -0.90154 0.09
H -2.06423 -1.80979 0.68502 0.09
```

Highest occupied orbital energy in hartree: -0.314
Spin multiplicity: 1
Gap between HOMO and LUMO in eV: 9.45
Energy above the lowest of the compared OMol25 structures with the same formula, charge and spin in kJ/mol: 445.9



Below is an isolated molecule of C4H7NO, with properties calculated with the ωB97M-V functional and the def2-TZVPD basis.

Geometry as XYZ:
```
13
Properties=species:S:1:pos:R:3:lowdin_charge:R:1
O 2.63215 -1.64729 -0.39131 0.02
C 1.80301 -0.78579 -0.59060 -0.36
N 1.13271 -0.09621 0.37677 0.05
C -0.02751 0.67876 0.05143 -0.32
C -1.27403 0.51519 0.86698 -0.11
C -1.21025 -0.06198 -0.51503 -0.11
H 1.51740 -0.46584 -1.61155 0.14
H 1.34599 -0.32798 1.33822 0.15
H 0.17707 1.67859 -0.32820 0.14
H -1.25178 -0.17309 1.70606 0.10
H -1.87370 1.40633 1.02653 0.10
H -1.78918 0.39457 -1.30931 0.10
H -1.09834 -1.14066 -0.59460 0.11
```

Structure (SMILES): O=CNC1CC1
Highest occupied orbital energy in hartree: -0.358
Spin multiplicity: 1
Gap between HOMO and LUMO in eV: 10.80
Energy above the lowest of the compared OMol25 structures with the same formula, charge and spin in kJ/mol: 125.2



Below is an isolated molecule of C4H7NO, with properties calculated with the ωB97M-V functional and the def2-TZVPD basis.

Geometry as XYZ:
```
13
Properties=species:S:1:pos:R:3:lowdin_charge:R:1
C 1.32201 0.29391 -0.42177 -0.12
C 0.81693 0.68841 0.95995 -0.25
C -0.62918 0.27477 1.14515 -0.09
C -1.31487 -0.19200 0.13255 -0.12
N -1.83656 -0.47246 -0.95567 0.01
O -1.67975 -1.81479 -1.33370 -0.06
H 2.40585 0.39379 -0.50264 0.07
H 0.84744 0.90278 -1.19825 0.08
H 1.04976 -0.74343 -0.61241 0.07
H 1.43825 0.19944 1.72107 0.11
H 0.91514 1.77103 1.12222 0.11
H -1.09556 0.35041 2.12239 0.10
H -2.08469 -1.80993 -2.21133 0.09
```

Structure (SMILES): CCC=C=NO
Highest occupied orbital energy in hartree: -0.341
Spin multiplicity: 1
Gap between HOMO and LUMO in eV: 10.24
Energy above the lowest of the compared OMol25 structures with the same formula, charge and spin in kJ/mol: 341.5



Below is a cluster of 2 separate species, C4H7NO in total, with properties calculated with the ωB97M-V functional and the def2-TZVPD basis.

Geometry as XYZ:
```
13
Properties=species:S:1:pos:R:3:lowdin_charge:R:1
O 0.04247 -0.57895 2.72920 -0.07
C -0.75782 -0.74538 -0.19356 -0.03
C -0.97638 0.74535 0.05532 -0.15
C -0.16813 0.61390 -1.16455 -0.24
N 1.23533 0.47043 -0.79635 0.07
C 0.54555 -0.80020 -0.71440 -0.21
H 0.81115 -0.44931 2.15967 0.03
H -0.57549 -1.05843 2.16073 0.01
H -0.42283 1.22525 0.86442 0.11
H -2.01956 1.04385 -0.00712 0.10
H -0.47954 0.71455 -2.19829 0.15
H 1.83508 0.47208 -1.62127 0.11
H 0.93017 -1.65316 -1.27378 0.12
```

Highest occupied orbital energy in hartree: -0.310
Spin multiplicity: 1
Gap between HOMO and LUMO in eV: 9.15
Energy above the lowest of the compared OMol25 structures with the same formula, charge and spin in kJ/mol: 522.7



Below is an isolated molecule of C4H7NO, with properties calculated with the ωB97M-V functional and the def2-TZVPD basis.

Geometry as XYZ:
```
13
Properties=species:S:1:pos:R:3:lowdin_charge:R:1
C 1.94312 -0.21247 0.04374 0.01
C 0.58555 -0.26139 0.63218 -0.46
N 0.04242 0.83679 0.99096 0.08
C -1.07474 0.86906 0.05461 -0.20
C -1.48418 -0.58783 -0.10909 -0.15
O -0.20100 -1.22278 0.05862 -0.03
H 2.61088 0.46645 0.56982 0.09
H 1.60131 0.30361 -0.88445 0.10
H 2.38541 -1.16177 -0.24733 0.08
H -1.84092 1.61298 0.26239 0.11
H -0.54368 1.13611 -0.89824 0.13
H -1.83041 -0.82821 -1.11464 0.12
H -2.19377 -0.95055 0.64145 0.12
```

Structure (SMILES): CC1=NCCO1
Highest occupied orbital energy in hartree: -0.332
Spin multiplicity: 1
Gap between HOMO and LUMO in eV: 10.07
Energy above the lowest of the compared OMol25 structures with the same formula, charge and spin in kJ/mol: 219.9